1.
Below is C31H44AlAsCl2N3O2PS2 as an isolated structure, with properties calculated with ωB97M-V with the def2-TZVPD basis set.

Geometry (Å):
Al (-0.4832, 1.0916, -0.4096)
Cl (4.2195, 2.4369, -0.2378)
C (3.1586, 2.1180, 1.0896)
C (3.6646, 2.1495, 2.3983)
C (2.8604, 1.9198, 3.4791)
Cl (3.5359, 1.9569, 5.0832)
C (1.4821, 1.6654, 3.3009)
C (0.5395, 1.4628, 4.3300)
C (-0.7769, 1.2674, 4.0122)
C (-1.1663, 1.2559, 2.6634)
N (-0.3138, 1.4149, 1.6813)
C (0.9955, 1.6283, 1.9785)
C (1.8288, 1.8250, 0.8278)
O (1.2946, 1.7338, -0.3426)
H (4.7156, 2.3582, 2.5465)
H (0.8674, 1.4758, 5.3608)
H (-1.5226, 1.1312, 4.7836)
H (-2.2038, 1.1244, 2.3860)
S (-0.7805, 1.5639, -2.8318)
C (-0.8415, 3.1007, -2.1057)
N (-0.8490, 3.2003, -0.7986)
C (-0.7537, 4.5083, -0.3650)
C (-0.6961, 4.9313, 0.9615)
C (-0.6072, 6.2858, 1.2298)
C (-0.5820, 7.2247, 0.1968)
C (-0.6420, 6.8176, -1.1265)
C (-0.7253, 5.4586, -1.3956)
S (-0.7828, 4.6417, -2.9338)
H (-0.7139, 4.1979, 1.7587)
H (-0.5540, 6.6224, 2.2574)
H (-0.5085, 8.2788, 0.4311)
H (-0.6152, 7.5404, -1.9319)
C (-3.3278, -1.3140, 1.1456)
As (-3.6899, 0.1744, -0.0061)
C (-4.3995, -0.3702, -1.7013)
C (-5.0424, 1.2651, 0.8097)
O (-2.3499, 1.1180, -0.2358)
H (-3.7419, -2.2292, 0.7305)
H (-3.7334, -1.1323, 2.1388)
H (-2.2379, -1.3629, 1.1625)
H (-5.1344, -1.1634, -1.5737)
H (-3.5735, -0.7098, -2.3217)
H (-4.8608, 0.5017, -2.1604)
H (-5.9014, 0.6491, 1.0732)
H (-5.3377, 2.0289, 0.0935)
H (-4.6403, 1.7442, 1.6995)
C (-1.7489, -3.0200, -1.6025)
C (-0.2798, -3.0082, -2.0360)
C (0.1798, -4.4546, -2.2554)
C (-0.2581, -2.2755, -3.3855)
P (0.6975, -1.9279, -0.7783)
N (-0.1573, -0.7203, -0.3365)
C (1.0924, -2.9984, 0.7709)
C (2.2265, -4.0248, 0.6655)
C (-0.1626, -3.7734, 1.1949)
C (1.3917, -2.0282, 1.9256)
C (2.3613, -1.4289, -1.5681)
C (3.1299, -2.5037, -2.3446)
C (3.2623, -0.8987, -0.4395)
C (2.1368, -0.2293, -2.5013)
H (-2.3781, -3.2793, -2.4599)
H (-2.0142, -2.0230, -1.2553)
H (-1.9546, -3.7389, -0.8138)
H (-0.4194, -4.8906, -3.0623)
H (0.0306, -5.0781, -1.3766)
H (1.2196, -4.5287, -2.5507)
H (-1.0160, -2.7164, -4.0406)
H (0.6985, -2.3709, -3.8925)
H (-0.4899, -1.2146, -3.2673)
H (2.0600, -4.7497, -0.1280)
H (2.2737, -4.5807, 1.6083)
H (3.2019, -3.5704, 0.5170)
H (-0.3894, -4.6020, 0.5292)
H (-1.0325, -3.1254, 1.2585)
H (0.0117, -4.1967, 2.1888)
H (2.3885, -1.5962, 1.8688)
H (1.3196, -2.5671, 2.8760)
H (0.6654, -1.2124, 1.9301)
H (3.2962, -3.4154, -1.7799)
H (4.1123, -2.0915, -2.5974)
H (2.6440, -2.7594, -3.2839)
H (3.7140, -1.6922, 0.1521)
H (2.7133, -0.2322, 0.2249)
H (4.0762, -0.3187, -0.8832)
H (1.6089, -0.4825, -3.4156)
H (3.1172, 0.1654, -2.7873)
H (1.5975, 0.5721, -2.0003)

- ΔE to the lowest compared entry with this formula, charge and spin: 0.0 kcal/mol
- E_LUMO: -0.09 eV
- Orbital gap: 7.184 eV

Löwdin atomic charge list, values in e, 5 entries: atom 1 (Al): -0.337, atom 2 (Cl): 0.737, atom 3 (C): -0.577, atom 4 (C): -0.111, atom 5 (C): -0.610

---

2.
Below is C31H44BCoN9S3 as an isolated structure in a non-equilibrium geometry, with properties calculated with ωB97M-V with the def2-TZVPD basis set.

Geometry (Å):
Co (-2.2765, 0.2964, -2.1426)
C (-0.6691, -4.5885, -2.0390)
C (0.1026, -3.3652, -1.6428)
C (1.4568, -3.3437, -1.4664)
C (2.1562, -2.1508, -1.1284)
N (1.5093, -1.0260, -0.9085)
N (0.1786, -1.0680, -1.0602)
B (-0.6018, 0.1771, -0.6869)
N (-1.3618, -0.0021, 0.6873)
N (-0.6223, -0.6177, 1.5634)
C (-1.0996, -0.7710, 2.8143)
C (-2.3603, -0.2672, 3.1573)
C (-3.1396, 0.4013, 2.2377)
C (-4.4938, 0.9488, 2.5728)
C (-2.5865, 0.5124, 0.9402)
S (-3.4223, 1.2456, -0.3638)
C (-0.2391, -1.5181, 3.8044)
C (1.1135, -1.8820, 3.1925)
C (-0.9977, -2.7954, 4.2134)
C (-0.0330, -0.6265, 5.0462)
N (0.1986, 1.4879, -0.6180)
N (0.8935, 1.6992, 0.4965)
C (1.5294, 2.8529, 0.5986)
C (1.4722, 3.8059, -0.4499)
C (0.7668, 3.5641, -1.6011)
C (0.6608, 4.5342, -2.7408)
C (0.0913, 2.3348, -1.6295)
S (-0.9345, 1.8383, -2.9456)
C (2.2947, 3.0728, 1.8952)
C (2.9055, 4.4725, 1.9614)
C (1.3311, 2.8678, 3.0715)
C (3.4088, 2.0148, 1.9693)
C (-0.5318, -2.1233, -1.4590)
S (-2.2292, -1.8721, -1.7421)
C (3.6703, -2.1605, -1.0582)
C (4.2144, -0.8495, -0.4992)
C (4.1769, -2.3713, -2.4962)
C (4.1321, -3.3215, -0.1588)
H (0.0024, -5.4272, -2.2046)
H (-1.2361, -4.4143, -2.9552)
H (-1.3829, -4.8674, -1.2601)
H (2.0234, -4.2540, -1.6137)
H (-2.7332, -0.4143, 4.1635)
H (-4.7462, 0.7336, 3.6083)
H (-5.2632, 0.5129, 1.9339)
H (-4.5226, 2.0315, 2.4307)
H (1.0001, -2.5949, 2.3712)
H (1.7294, -2.3465, 3.9620)
H (1.6421, -1.0051, 2.8092)
H (-1.1915, -3.4395, 3.3526)
H (-1.9474, -2.5788, 4.7070)
H (-0.3827, -3.3528, 4.9203)
H (0.4560, 0.3156, 4.7937)
H (0.6045, -1.1586, 5.7533)
H (-0.9719, -0.4043, 5.5592)
H (1.9652, 4.7604, -0.3239)
H (1.2788, 5.4105, -2.5607)
H (-0.3722, 4.8621, -2.8755)
H (0.9828, 4.0735, -3.6768)
H (2.1505, 5.2624, 1.9350)
H (3.6346, 4.6490, 1.1671)
H (3.4378, 4.5671, 2.9073)
H (0.6064, 3.6830, 3.1393)
H (1.8956, 2.8416, 4.0038)
H (0.7938, 1.9224, 2.9713)
H (4.0689, 2.0631, 1.0997)
H (2.9852, 1.0109, 2.0287)
H (4.0116, 2.1930, 2.8605)
H (3.8862, 0.0146, -1.0793)
H (5.3034, -0.8825, -0.5209)
H (3.9000, -0.7070, 0.5354)
H (3.8521, -1.5632, -3.1552)
H (3.8398, -3.3210, -2.9183)
H (5.2670, -2.3847, -2.4887)
H (3.6974, -3.2534, 0.8423)
H (5.2158, -3.2727, -0.0537)
H (3.8996, -4.3033, -0.5744)
N (-7.1240, 0.4011, -4.5464)
C (-5.7870, 0.3439, -4.6625)
C (-4.9356, 0.4259, -3.5443)
N (-3.6132, 0.3472, -3.7004)
C (-3.1084, 0.1889, -4.9361)
C (-3.9722, 0.1230, -6.0172)
N (-5.2893, 0.1977, -5.8967)
H (-7.5878, 0.5537, -3.6696)
H (-7.6803, 0.3706, -5.3858)
H (-5.3305, 0.5600, -2.5456)
H (-2.0368, 0.1135, -5.0545)
H (-3.5798, 0.0065, -7.0202)

- ΔE to the lowest compared entry with this formula, charge and spin: 12.9 kcal/mol
- Multiplicity: 5
- E_LUMO (spin up / spin down): -9.66 / -12.38 eV
- Net charge: +3
- Orbital gap (spin up / spin down): 6.275 / 3.543 eV

Löwdin atomic charge list, values in e, 5 entries: atom 1 (Co): 0.035, atom 2 (C): -0.019, atom 3 (C): -0.209, atom 4 (C): 0.116, atom 5 (C): -0.158

---

3.
Below is C31H44BaF3N12O4Se2 as an isolated structure in a non-equilibrium geometry, with properties calculated with ωB97M-V with the def2-TZVPD basis set.

Geometry (Å):
Ba (0.5774, -0.7567, -0.3018)
C (1.4045, 5.4878, 0.6839)
N (2.3189, 4.3776, 0.8668)
C (3.7224, 4.7544, 0.9877)
C (4.4245, 3.4072, 1.0085)
N (3.5013, 2.6052, 0.2431)
C (3.7775, 1.2786, -0.2273)
C (2.2340, 3.1285, 0.2457)
N (1.2367, 2.4499, -0.2032)
C (-0.0585, 3.0857, -0.4053)
C (-0.9427, 2.2153, -1.3090)
N (-1.8164, 1.2969, -0.5924)
C (-2.9383, 1.6656, -0.0843)
N (-3.7888, 0.7311, 0.4787)
C (-3.3203, -0.5731, 0.8689)
C (-4.8368, 1.3669, 1.2395)
C (-4.9054, 2.7328, 0.5810)
N (-3.5521, 2.9066, 0.0731)
C (-3.3321, 4.1050, -0.7082)
H (1.6927, 6.2684, 1.3879)
H (0.3821, 5.2085, 0.9115)
H (1.4504, 5.9127, -0.3255)
H (3.8828, 5.3300, 1.8987)
H (4.0438, 5.3589, 0.1300)
H (4.5388, 3.0370, 2.0365)
H (5.4068, 3.4346, 0.5378)
H (4.8549, 1.1182, -0.2314)
H (3.3941, 1.1289, -1.2338)
H (3.3139, 0.5048, 0.3961)
H (0.0462, 4.0635, -0.8836)
H (-0.5887, 3.2343, 0.5439)
H (-0.2752, 1.5977, -1.9114)
H (-1.4771, 2.8454, -2.0237)
H (-2.5739, -0.9137, 0.1585)
H (-4.1510, -1.2801, 0.8598)
H (-2.8701, -0.5619, 1.8682)
H (-4.5775, 1.4443, 2.3047)
H (-5.7712, 0.8115, 1.1538)
H (-5.1500, 3.5296, 1.2831)
H (-5.6391, 2.7524, -0.2342)
H (-3.8715, 4.9174, -0.2206)
H (-3.7117, 4.0185, -1.7329)
H (-2.2880, 4.3889, -0.7385)
Se (-0.1698, -3.4620, -1.7479)
Se (-1.6332, -4.5898, -0.2522)
C (-3.1637, -3.5774, -0.8453)
C (-4.4139, -3.9086, -0.3234)
C (-5.4986, -3.1674, -0.7486)
C (-5.3016, -2.1353, -1.6630)
C (-4.0185, -1.9037, -2.1185)
N (-2.9587, -2.6155, -1.7205)
C (1.3740, -4.1392, -0.7547)
C (2.0045, -5.3070, -1.1502)
C (3.0808, -5.7480, -0.3983)
C (3.4749, -5.0142, 0.7086)
C (2.7874, -3.8516, 1.0092)
N (1.7548, -3.4054, 0.2920)
H (-4.5336, -4.7242, 0.3768)
H (-6.4893, -3.3936, -0.3754)
H (-6.1240, -1.5311, -2.0187)
H (-3.8146, -1.1194, -2.8387)
H (1.6656, -5.8349, -2.0294)
H (3.6076, -6.6513, -0.6769)
H (4.3089, -5.3259, 1.3214)
H (3.0784, -3.2360, 1.8535)
C (-1.3477, -1.6237, 4.4520)
N (0.0077, -1.1928, 4.1010)
C (0.9012, -0.8609, 5.0697)
C (2.1560, -0.4797, 4.7729)
C (2.5055, -0.4669, 3.3866)
N (1.6389, -0.7487, 2.4301)
C (0.3560, -1.0903, 2.7681)
O (-0.4928, -1.3090, 1.8968)
N (3.7607, -0.1673, 3.0156)
H (-1.3015, -2.2015, 5.3717)
H (-1.7280, -2.2393, 3.6439)
H (-1.9999, -0.7614, 4.5857)
H (0.5394, -0.9271, 6.0867)
H (2.8579, -0.2192, 5.5491)
H (4.4816, -0.0035, 3.6941)
H (4.0130, -0.2293, 2.0426)
C (0.0524, -0.8050, -5.3360)
C (-0.7012, -0.3017, -4.1344)
N (-1.6264, 0.6644, -4.3331)
O (-0.4869, -0.7681, -3.0258)
H (-0.2361, -0.3277, -6.2711)
H (-0.1069, -1.8799, -5.4068)
H (1.1157, -0.6535, -5.1545)
H (-1.7621, 1.0744, -5.2386)
H (-2.1135, 1.0360, -3.5342)
F (4.9249, -3.1480, -2.3990)
C (4.4101, -1.9552, -2.1171)
F (5.1124, -1.0283, -2.7924)
F (4.6355, -1.7302, -0.8034)
C (2.9027, -1.8552, -2.4755)
O (2.4545, -2.6392, -3.2885)
O (2.2924, -0.9360, -1.8359)

- ΔE to the lowest compared entry with this formula, charge and spin: 45.4 kcal/mol
- E_LUMO: -2.01 eV
- Net charge: +1
- Orbital gap: 7.768 eV

Löwdin atomic charge list, values in e, 5 entries: atom 1 (Ba): 1.877, atom 2 (C): -0.058, atom 3 (N): -0.087, atom 4 (C): -0.137, atom 5 (C): -0.130

---

4.
Below is a 7-piece molecular cluster, C31H44Br2N2O18 overall in a non-equilibrium geometry, with properties calculated with ωB97M-V with the def2-TZVPD basis set.

Geometry (Å):
C (1.3750, 0.6538, -3.4939)
C (1.7631, -0.7681, -3.1069)
C (0.6200, -1.7086, -2.7150)
Br (-0.8342, -1.6745, -4.0268)
C (0.1075, -1.5308, -1.2720)
Br (-1.3848, -2.8180, -0.9899)
C (-0.4694, -0.2177, -0.9904)
N (-0.9155, 0.8520, -0.9566)
C (1.1534, -1.9168, -0.2057)
C (2.0304, -0.7824, 0.0948)
N (2.7552, 0.0643, 0.4120)
H (0.8112, 0.7112, -4.4084)
H (0.8685, 1.2012, -2.7048)
H (2.2990, 1.1926, -3.6861)
H (2.5385, -0.7717, -2.3417)
H (2.2144, -1.2083, -3.9863)
H (1.0104, -2.7194, -2.7622)
H (1.7105, -2.8013, -0.4878)
H (0.6295, -2.1214, 0.7216)
C (4.8413, 1.9230, 2.0951)
C (6.2699, 1.6966, 1.6647)
C (7.3052, 2.1606, 2.6596)
O (8.4192, 2.4780, 1.8156)
C (7.9191, 2.8129, 0.5982)
O (8.5480, 3.3180, -0.2707)
O (6.6037, 2.4951, 0.5142)
H (4.6551, 1.4926, 3.0800)
H (4.6085, 2.9890, 2.1209)
H (4.1561, 1.4654, 1.3856)
H (6.4211, 0.6463, 1.3997)
H (7.5749, 1.3894, 3.3776)
H (7.0059, 3.0633, 3.1981)
C (-2.3521, -2.8150, 4.1615)
C (-1.6272, -3.5684, 3.0729)
C (-1.4625, -5.0406, 3.3460)
O (-0.2571, -5.3479, 2.6229)
C (0.4753, -4.2135, 2.5634)
O (1.6087, -4.1575, 2.2076)
O (-0.2540, -3.1413, 2.9605)
H (-3.3097, -3.2829, 4.3875)
H (-1.7497, -2.7725, 5.0692)
H (-2.5354, -1.7852, 3.8542)
H (-2.1107, -3.3949, 2.1078)
H (-2.2958, -5.6312, 2.9750)
H (-1.3082, -5.2701, 4.4010)
C (0.9252, -9.0737, 7.5618)
C (-0.3622, -9.1212, 6.7749)
C (-0.1805, -9.0395, 5.2780)
O (-1.4088, -8.4303, 4.8583)
C (-1.8622, -7.6861, 5.8955)
O (-2.7438, -6.8945, 5.8196)
O (-1.1728, -7.9588, 7.0281)
H (1.6254, -9.8314, 7.2102)
H (1.3903, -8.0908, 7.4828)
H (0.7315, -9.2491, 8.6197)
H (-0.9442, -10.0035, 7.0544)
H (-0.0569, -10.0150, 4.8139)
H (0.6497, -8.3937, 4.9813)
C (4.6560, 1.9955, -9.2767)
C (4.0142, 2.0405, -7.9111)
C (4.9577, 1.7490, -6.7695)
O (4.0771, 1.1886, -5.7869)
C (3.0395, 0.6239, -6.4508)
O (2.2386, -0.0955, -5.9505)
O (3.0431, 0.9893, -7.7550)
H (5.5321, 2.6426, -9.3174)
H (4.9496, 0.9770, -9.5321)
H (3.9507, 2.3233, -10.0399)
H (3.5017, 2.9952, -7.7653)
H (5.4443, 2.6421, -6.3852)
H (5.7187, 1.0065, -7.0212)
C (-2.7814, 3.2925, -1.4765)
C (-4.0555, 3.3189, -2.2839)
C (-3.8424, 3.5228, -3.7620)
O (-5.0573, 4.1698, -4.1576)
C (-5.5365, 4.8299, -3.0763)
O (-6.4175, 5.6233, -3.1160)
O (-4.8697, 4.4636, -1.9463)
H (-2.0820, 2.5678, -1.8743)
H (-2.3106, 4.2774, -1.4649)
H (-2.9917, 3.0298, -0.4403)
H (-4.6454, 2.4195, -2.0880)
H (-3.7118, 2.5878, -4.3016)
H (-3.0030, 4.1861, -3.9853)
C (-6.4437, 5.8579, -0.0382)
C (-7.0257, 6.4251, 1.2344)
C (-6.1208, 7.3929, 1.9551)
O (-6.5290, 7.2345, 3.3200)
C (-7.0240, 5.9763, 3.4491)
O (-7.2629, 5.4514, 4.4849)
O (-7.2016, 5.4023, 2.2336)
H (-6.1120, 6.6491, -0.7071)
H (-5.6078, 5.2004, 0.1820)
H (-7.1877, 5.2606, -0.5604)
H (-8.0040, 6.8729, 1.0374)
H (-6.2596, 8.4214, 1.6296)
H (-5.0629, 7.1303, 1.8735)

- E_LUMO: -0.26 eV
- SMILES: CC[C@H](Br)[C@](Br)(C#N)CC#N.C[C@@H]1COC(=O)O1.C[C@@H]1COC(=O)O1.C[C@@H]1COC(=O)O1.C[C@@H]1COC(=O)O1.C[C@@H]1COC(=O)O1.C[C@@H]1COC(=O)O1
- Orbital gap: 9.993 eV

Löwdin atomic charge list, values in e, 5 entries: atom 1 (C): -0.122, atom 2 (C): -0.262, atom 3 (C): -0.688, atom 4 (Br): 0.727, atom 5 (C): -0.780

---

5.
Below is C31H44BrCoN3P2 as an isolated structure in a non-equilibrium geometry, with properties calculated with ωB97M-V with the def2-TZVPD basis set.

Geometry (Å):
N (-1.0818, -2.2164, -9.5931)
C (0.0628, -2.6892, -9.1004)
C (0.4871, -2.3464, -7.8017)
C (-0.3133, -1.5117, -6.9713)
C (-1.5177, -1.0362, -7.5614)
C (-1.8720, -1.4269, -8.8736)
C (0.0380, -1.2383, -5.5781)
Co (0.7371, 0.2899, 0.1266)
P (-1.6410, -1.4588, 4.7807)
C (-0.8756, -0.8572, -4.6413)
C (-0.6282, -0.9013, -3.2276)
C (-1.7271, -1.0496, -2.3222)
C (-1.4659, -1.4509, -1.0067)
C (-0.1005, -1.4881, -0.5755)
C (1.0300, -1.3182, -1.4853)
C (0.7232, -0.9790, -2.8203)
Br (0.3714, -2.2784, 1.1047)
H (1.0817, -1.4620, -5.3041)
H (-1.9146, -0.6243, -4.9261)
H (1.4165, -2.7770, -7.4802)
H (-2.1843, -0.3752, -7.0388)
H (0.6448, -3.3379, -9.7774)
H (-2.8131, -1.0609, -9.3184)
H (-2.7433, -0.8879, -2.7183)
H (1.5012, -0.7327, -3.5421)
H (-2.2115, -1.7150, -0.2659)
H (2.0351, -1.5144, -1.1070)
P (-0.1153, 2.2576, 0.3429)
C (-1.1310, -3.1503, 4.2022)
C (-1.8278, -4.3751, 4.8583)
H (-0.0426, -3.2130, 4.3997)
H (-1.2899, -3.1482, 3.1060)
H (-1.3201, -5.2934, 4.5230)
H (-1.7733, -4.3516, 5.9581)
H (-2.8851, -4.4856, 4.5682)
C (-2.9433, -0.8375, 3.6772)
C (-4.0750, -0.2523, 4.5703)
H (-3.3187, -1.6958, 3.0915)
H (-2.5298, -0.0708, 2.9933)
H (-4.9880, -0.0790, 3.9830)
H (-4.3324, -0.9395, 5.3965)
H (-3.7852, 0.7141, 5.0178)
C (-0.2542, -0.2497, 4.6691)
C (0.5208, -0.1899, 6.0106)
H (-0.7120, 0.7391, 4.4662)
H (0.3766, -0.5676, 3.8150)
H (1.1115, 0.7349, 6.0522)
H (-0.1432, -0.1840, 6.8904)
H (1.2108, -1.0351, 6.1252)
C (0.5992, 3.5445, 1.4100)
C (0.7790, 4.9655, 0.8943)
H (1.5728, 3.1768, 1.7479)
H (-0.0366, 3.5802, 2.3028)
H (1.5453, 5.0546, 0.1238)
H (-0.1311, 5.4046, 0.4840)
H (1.0962, 5.6127, 1.7181)
C (-1.8510, 2.1053, 0.9235)
C (-2.9541, 2.0373, -0.1401)
H (-2.0311, 2.9772, 1.5768)
H (-1.9111, 1.2096, 1.5699)
H (-2.9639, 2.9355, -0.7875)
H (-2.8888, 1.1452, -0.7871)
H (-3.9319, 1.9854, 0.3751)
C (-0.0345, 2.8329, -1.3709)
C (1.3212, 3.0002, -2.0611)
H (-0.5688, 3.7893, -1.3740)
H (-0.6192, 2.1219, -1.9677)
H (1.2208, 2.7976, -3.1337)
H (1.7025, 4.0215, -1.9810)
H (2.1145, 2.3291, -1.7229)
N (7.9547, 0.2492, 2.6879)
C (6.8247, 0.0890, 2.3995)
C (5.4009, 0.0486, 1.9900)
C (4.8453, 1.2308, 1.5146)
C (3.5719, 1.2385, 0.9412)
N (2.7235, 0.1714, 1.0447)
C (3.1929, -0.9392, 1.6689)
C (4.5596, -1.0894, 2.0205)
H (5.4594, 2.1556, 1.5719)
H (3.2369, 2.1461, 0.4326)
H (2.4721, -1.7382, 1.9231)
H (4.9372, -2.0723, 2.3128)

- ΔE to the lowest compared entry with this formula, charge and spin: 0.0 kcal/mol
- Multiplicity: 4
- E_LUMO (spin up / spin down): -5.36 / -8.78 eV
- Net charge: +2
- Orbital gap (spin up / spin down): 7.239 / 3.719 eV

Löwdin atomic charge list, values in e, 5 entries: atom 1 (N): 0.053, atom 2 (C): -0.118, atom 3 (C): -0.007, atom 4 (C): -0.203, atom 5 (C): -0.010